Entry 1:
# C10H15ClFFeIr

A structure of composition C10H15ClFFeIr at a distorted geometry (ωB97M-V/def2-TZVPD, the Open Molecules 2025 dataset).

Values from the calculation:
- Kohn-Sham gap (alpha / beta): 4.679 / 6.854 eV
- Net charge: -1
- <S²>: 24.776
- ΔE to the lowest compared entry with this formula, charge and spin: 52.5 kcal/mol
- Multiplicity: 10
- HOMO level (alpha / beta): -1.8 / -4.9 eV

Structure (XYZ):
```
29
Properties=species:S:1:pos:R:3:mulliken_charge:R:1
Ir -1.389 0.495 -0.555 0.660
Cl -2.615 2.376 0.351 -0.577
C -2.784 -0.561 0.427 -1.464
H -2.508 -1.606 0.639 0.475
H -3.638 -0.534 -0.278 0.348
H -3.065 -0.012 1.353 0.354
Fe 0.376 -0.912 -1.983 0.091
C 2.330 -0.506 -1.713 -0.880
C -1.013 0.414 -2.648 -1.333
C -0.953 -1.916 -1.215 -1.325
H -1.429 -0.378 -3.301 0.464
H -1.892 1.090 -2.428 0.385
H -0.265 1.061 -3.139 0.388
H 2.950 -1.283 -2.203 0.335
H 2.599 0.494 -2.098 0.224
H 2.505 -0.513 -0.621 0.077
H -1.927 -2.073 -1.753 0.360
H -0.832 -2.511 -0.292 0.677
F 3.190 0.728 3.507 -0.362
C 2.111 0.673 2.656 0.407
C 1.830 1.783 1.864 -0.502
C 0.774 1.703 0.951 -0.541
C 0.054 0.512 0.856 0.179
C 0.262 -0.555 1.728 -0.113
C 1.326 -0.475 2.645 -0.629
H 2.394 2.707 1.976 0.375
H 0.488 2.520 0.290 0.337
H -0.387 -1.425 1.651 0.213
H 1.509 -1.296 3.332 0.376
```

---

Entry 2:
# C15H28N2O4S

The molecule C15H28N2O4S at a distorted geometry (ωB97M-V/def2-TZVPD, the Open Molecules 2025 dataset).

Values from the calculation:
- SMILES string: CCCCS(=O)(=O)N1CCC[C@H](C(=O)NC[C@@H]2CCCO2)C1
- Kohn-Sham gap: 9.979 eV
- ΔE to the lowest compared entry with this formula, charge and spin: 4.0 kcal/mol
- HOMO level: -9.3 eV

Structure (XYZ):
```
50
Properties=species:S:1:pos:R:3:mulliken_charge:R:1
C -6.636 -0.579 -0.970 -1.351
C -5.449 -1.314 -0.359 -0.230
C -4.238 -1.292 -1.291 -0.589
C -3.009 -1.912 -0.658 -0.899
S -2.271 -0.807 0.584 1.191
O -0.991 -1.366 0.930 -0.687
O -3.201 -0.564 1.648 -0.667
N -2.081 0.601 -0.315 0.292
C -2.644 1.812 0.249 -0.982
C -1.733 2.426 1.310 -0.596
C -0.334 2.653 0.742 -1.131
C 0.220 1.336 0.201 1.148
C 1.582 1.516 -0.457 -0.154
O 1.938 2.548 -0.989 -0.699
N 2.325 0.389 -0.457 -0.091
C 3.666 0.336 -0.984 -1.180
C 4.669 -0.020 0.123 0.330
C 6.116 -0.090 -0.405 -0.755
C 6.620 -1.439 0.112 -0.517
C 5.318 -2.229 0.218 -0.475
O 4.360 -1.297 0.671 -0.449
C -0.752 0.780 -0.853 -1.739
H -6.386 0.464 -1.151 0.326
H -6.922 -1.032 -1.917 0.318
H -7.491 -0.614 -0.300 0.380
H -5.176 -0.856 0.591 0.268
H -5.730 -2.351 -0.159 0.312
H -4.000 -0.261 -1.558 0.262
H -4.482 -1.830 -2.211 0.483
H -3.231 -2.841 -0.139 0.509
H -2.213 -2.078 -1.378 0.337
H -3.606 1.542 0.683 0.385
H -2.802 2.517 -0.575 0.517
H -1.680 1.736 2.155 0.352
H -2.161 3.367 1.658 0.431
H 0.330 3.043 1.515 0.459
H -0.365 3.384 -0.070 0.287
H 0.289 0.602 1.008 0.411
H 2.024 -0.416 0.072 0.334
H 3.890 1.321 -1.400 0.436
H 3.718 -0.418 -1.778 0.295
H 4.562 0.705 0.938 0.323
H 6.715 0.744 -0.051 0.366
H 6.112 -0.077 -1.495 0.328
H 7.342 -1.907 -0.553 0.333
H 7.065 -1.326 1.101 0.267
H 5.352 -3.045 0.941 0.312
H 5.030 -2.633 -0.764 0.268
H -0.408 -0.192 -1.209 0.504
H -0.813 1.471 -1.700 0.425
```

---

Entry 3:
# C13H16F5IO2PS2

A cluster of 2 separate species, C13H16F5IO2PS2 in total at a distorted geometry (ωB97M-V/def2-TZVPD, the Open Molecules 2025 dataset).

Values from the calculation:
- Kohn-Sham gap: 8.605 eV
- Net charge: +1
- HOMO level: -12.7 eV

Structure (XYZ):
```
40
Properties=species:S:1:pos:R:3:mulliken_charge:R:1
O 1.400 0.908 0.126 -0.406
C 0.781 1.584 0.897 0.080
I 1.288 3.641 1.292 0.118
C -0.406 1.039 1.719 -0.579
P -1.526 -0.070 0.794 0.344
S -2.979 -0.710 2.162 -0.227
S -0.610 -1.843 0.209 -0.266
C -2.475 0.761 -0.623 1.179
F -2.733 -0.237 -1.497 -0.242
F -3.640 1.226 -0.129 -0.273
C -1.746 1.850 -1.364 -0.206
C -1.027 1.547 -2.503 -0.548
C -0.390 2.519 -3.225 -0.835
C -0.446 3.842 -2.839 -0.641
C -1.164 4.156 -1.702 0.028
C -1.259 5.621 -1.312 0.831
F -2.527 5.976 -1.041 -0.260
F -0.874 6.403 -2.330 -0.276
F -0.513 5.933 -0.248 -0.220
C -1.791 3.176 -0.984 -0.061
H -0.956 1.846 2.219 0.579
H 0.014 0.423 2.531 0.451
H -3.601 0.483 2.357 0.238
H 0.286 -1.547 -0.769 0.297
H -0.971 0.531 -2.883 0.485
H 0.148 2.262 -4.132 0.427
H 0.033 4.608 -3.437 0.505
H -2.363 3.488 -0.110 0.470
C 1.472 -5.745 1.245 -1.156
C 2.735 -4.977 0.890 0.364
C 3.553 -4.653 2.129 -1.217
O 2.386 -3.763 0.214 -0.493
H 0.832 -5.152 1.906 0.252
H 0.891 -5.963 0.347 0.300
H 1.708 -6.686 1.743 0.392
H 3.337 -5.562 0.195 0.299
H 2.979 -4.026 2.818 0.295
H 4.450 -4.095 1.861 0.315
H 3.851 -5.562 2.654 0.388
H 1.855 -3.235 0.817 0.271
```

---

Entry 4:
# C35H54N2O8SSi4TeW

A structure of composition C35H54N2O8SSi4TeW at a distorted geometry (ωB97M-V/def2-TZVPD, the Open Molecules 2025 dataset).

Values from the calculation:
- Kohn-Sham gap: 6.512 eV
- ΔE to the lowest compared entry with this formula, charge and spin: 0.0 kcal/mol
- HOMO level: -7.5 eV

Structure (XYZ):
```
106
Properties=species:S:1:pos:R:3:mulliken_charge:R:1
W -0.426 -0.053 0.644 1.224
O 3.325 1.605 6.489 -0.674
C 3.253 0.547 5.857 -0.041
O 3.830 -0.549 5.945 -0.674
C 2.267 0.536 4.690 0.379
C 0.985 -0.007 4.828 -0.779
C 0.172 -0.134 3.731 -0.378
N 0.563 0.273 2.514 0.465
C 1.809 0.774 2.355 0.715
C 2.662 0.946 3.409 -0.082
C 2.175 0.907 0.897 -0.125
O 2.899 1.741 0.424 -0.642
O 1.597 -0.100 0.269 -0.741
H 0.635 -0.339 5.795 0.479
H -0.831 -0.536 3.799 0.317
H 3.644 1.367 3.239 0.606
C -6.793 1.174 -3.145 -1.553
C -5.333 0.837 -3.039 0.849
C -4.417 1.797 -2.601 -0.738
C -3.077 1.489 -2.458 0.100
C -2.651 0.203 -2.766 0.689
C -3.536 -0.772 -3.195 -0.913
C -4.877 -0.445 -3.334 -0.762
S -0.934 -0.213 -2.621 0.323
C -0.258 0.676 -4.014 -1.060
O -0.466 0.617 -1.399 -0.763
H -6.937 2.212 -3.443 0.383
H -7.284 1.039 -2.179 0.294
H -7.298 0.533 -3.866 0.403
H -4.761 2.796 -2.360 0.508
H -2.374 2.222 -2.083 0.078
H -3.185 -1.774 -3.412 0.452
H -5.579 -1.199 -3.667 0.404
H -0.609 1.701 -4.022 0.320
H -0.590 0.139 -4.902 0.432
H 0.826 0.631 -3.924 0.477
C 1.274 6.770 -2.267 -1.231
Si 1.239 4.991 -1.639 0.440
C 0.351 3.904 -2.889 -0.643
C 2.988 4.360 -1.419 -0.818
Si 0.055 4.868 0.379 0.192
Te -0.875 2.606 1.084 -0.719
Si -2.042 5.918 0.211 0.316
C -3.046 5.678 1.784 -0.970
C -2.987 5.165 -1.240 -0.339
C -1.763 7.756 -0.100 -1.110
Si 1.357 5.694 2.158 0.514
C 1.900 7.436 1.678 -1.093
C 2.852 4.611 2.465 -0.634
C 0.272 5.754 3.692 -1.055
H 2.017 6.866 -3.064 0.393
H 1.541 7.478 -1.480 0.316
H 0.306 7.068 -2.677 0.316
H 0.960 3.759 -3.786 0.609
H -0.615 4.318 -3.185 0.365
H 0.186 2.941 -2.407 -0.525
H 3.453 4.196 -2.396 0.396
H 3.013 3.423 -0.866 0.191
H 3.604 5.083 -0.878 0.273
H -2.934 4.662 2.168 0.212
H -4.109 5.853 1.595 0.407
H -2.726 6.367 2.567 0.301
H -2.993 4.075 -1.149 -0.581
H -2.531 5.431 -2.196 0.376
H -4.023 5.515 -1.249 0.529
H -1.399 8.253 0.802 0.287
H -2.702 8.239 -0.386 0.395
H -1.040 7.930 -0.898 0.257
H 2.671 7.406 0.904 0.264
H 2.323 7.951 2.545 0.407
H 1.070 8.040 1.305 0.273
H 3.663 4.833 1.769 0.335
H 2.614 3.557 2.352 -0.193
H 3.222 4.770 3.482 0.475
H -0.513 6.507 3.601 0.259
H 0.870 5.990 4.575 0.427
H -0.205 4.786 3.863 0.273
O 0.081 -3.807 -2.279 -0.709
C 0.434 -4.498 -1.176 0.442
C 0.862 -5.810 -1.352 -0.753
C 1.233 -6.568 -0.260 -0.317
C 1.193 -6.044 1.033 -0.839
C 0.778 -4.746 1.215 -0.475
C 0.391 -3.960 0.121 -0.221
C -0.020 -2.587 0.361 1.734
O 0.003 -2.031 1.490 -0.689
O -0.440 -1.825 -0.590 -0.729
H -0.168 -2.905 -2.015 0.441
H 0.898 -6.209 -2.356 0.456
H 1.568 -7.586 -0.414 0.387
H 1.493 -6.647 1.878 0.436
H 0.750 -4.300 2.200 0.496
C -3.462 -1.854 2.209 -1.635
C -3.428 -0.469 1.557 1.481
C -3.742 0.625 2.580 -1.270
C -4.390 -0.396 0.373 -1.481
N -2.090 -0.246 1.074 0.302
H -4.460 -2.050 2.601 0.511
H -2.746 -1.913 3.029 0.285
H -3.216 -2.629 1.481 0.301
H -4.724 0.435 3.015 0.462
H -3.744 1.606 2.107 0.211
H -3.001 0.635 3.380 0.256
H -5.395 -0.663 0.705 0.524
H -4.089 -1.089 -0.413 0.290
H -4.412 0.613 -0.039 0.246
```

---

Entry 5:
# C55H61N2OP2RhSe2Te3

A structure of composition C55H61N2OP2RhSe2Te3 at a distorted geometry (ωB97M-V/def2-TZVPD, the Open Molecules 2025 dataset).

Values from the calculation:
- Kohn-Sham gap (alpha / beta): 5.980 / 5.421 eV
- Net charge: -1
- <S²>: 0.761
- ΔE to the lowest compared entry with this formula, charge and spin: 0.0 kcal/mol
- Multiplicity: 2
- HOMO level (alpha / beta): -4.1 / -4.0 eV

Structure (XYZ):
```
127
Properties=species:S:1:pos:R:3:mulliken_charge:R:1
Rh 0.028 -0.395 -0.377 2.240
Se 0.277 -0.330 1.977 -0.691
Te 0.694 -2.291 3.395 -0.391
Te -2.791 -1.871 1.288 -0.068
Se -1.099 -2.540 -0.330 -0.567
C 2.988 7.084 5.387 -1.751
C 2.238 6.130 4.493 0.756
C 1.769 4.914 4.968 -0.682
C 1.076 4.025 4.152 0.734
C 0.571 2.740 4.763 -1.784
C 0.840 4.352 2.804 0.187
Te -0.123 2.902 1.521 -0.390
N -1.450 1.025 0.000 2.058
C -2.706 0.824 -0.043 -0.632
O -3.428 -0.315 0.066 -0.937
C -3.604 1.991 -0.330 0.598
C -4.972 1.767 -0.492 -0.681
C -5.818 2.806 -0.856 -0.657
C -5.309 4.081 -1.052 -0.702
C -3.950 4.312 -0.874 -0.963
C -3.101 3.274 -0.524 0.395
C -1.948 2.989 2.634 1.030
C -2.502 1.792 3.083 -0.261
C -3.720 1.758 3.749 -0.705
C -4.403 2.940 3.992 -0.938
C -3.859 4.136 3.552 -0.682
C -2.645 4.188 2.865 0.947
C -2.156 5.530 2.389 -1.708
C 1.309 5.581 2.312 1.390
C 1.093 6.057 0.892 -2.208
C 1.991 6.447 3.165 -0.825
H 3.240 6.616 6.339 0.355
H 2.392 7.975 5.597 0.344
H 3.915 7.415 4.914 0.375
H 1.955 4.641 6.004 0.257
H 1.064 2.543 5.717 0.463
H 0.738 1.887 4.103 0.018
H -0.505 2.794 4.945 0.490
H -5.358 0.770 -0.340 0.465
H -6.878 2.618 -0.985 0.420
H -5.966 4.892 -1.341 0.385
H -3.546 5.308 -1.011 0.448
H -2.042 3.455 -0.410 0.115
H -1.978 0.858 2.917 0.018
H -4.128 0.804 4.066 0.471
H -5.353 2.933 4.512 0.327
H -4.397 5.063 3.724 0.368
H -2.980 6.246 2.363 0.474
H -1.727 5.451 1.386 0.070
H -1.375 5.926 3.042 0.342
H 0.773 5.257 0.230 0.054
H 2.014 6.489 0.493 0.581
H 0.328 6.839 0.868 0.309
H 2.346 7.398 2.773 0.412
C 0.208 1.524 -5.106 -1.987
C 0.162 1.376 -3.583 2.722
C 1.421 1.998 -2.998 -1.767
C -1.056 2.167 -3.078 -1.755
P -0.059 -0.347 -2.815 1.817
C -1.632 -0.831 -3.651 1.076
C -2.791 -0.958 -2.900 -0.340
C -4.004 -1.295 -3.491 -0.974
C -4.077 -1.508 -4.857 -0.717
C -2.924 -1.394 -5.627 -1.007
C -1.718 -1.063 -5.028 -0.548
C 1.180 -1.617 -3.506 3.075
C 2.201 -1.833 -2.380 -1.876
C 1.957 -1.218 -4.761 -1.860
C 0.479 -2.962 -3.742 -1.789
H 0.182 2.597 -5.319 0.512
H -0.652 1.078 -5.602 0.410
H 1.121 1.132 -5.546 0.323
H 1.506 3.033 -3.350 0.775
H 2.320 1.463 -3.308 -0.031
H 1.403 2.000 -1.909 -0.667
H -0.915 3.224 -3.329 0.704
H -1.161 2.087 -1.994 -0.492
H -1.985 1.826 -3.539 0.395
H -2.756 -0.798 -1.839 -0.248
H -4.885 -1.401 -2.869 0.495
H -5.018 -1.771 -5.324 0.370
H -2.964 -1.566 -6.695 0.435
H -0.833 -1.012 -5.647 0.344
H 2.646 -0.893 -2.057 -0.127
H 3.000 -2.501 -2.722 0.888
H 1.732 -2.301 -1.509 -0.162
H 2.550 -0.316 -4.599 0.265
H 1.318 -1.069 -5.630 0.279
H 2.654 -2.029 -4.996 0.525
H -0.188 -3.222 -2.918 0.189
H 1.247 -3.740 -3.810 0.547
H -0.108 -2.982 -4.659 0.421
N 1.806 0.774 -0.092 0.739
P 3.311 0.680 0.131 -0.488
C 4.302 1.372 -1.270 0.561
C 5.116 0.640 -2.128 -0.534
C 5.696 1.241 -3.243 -0.770
C 5.463 2.580 -3.513 -0.690
C 4.641 3.320 -2.670 -0.623
C 4.059 2.717 -1.568 -0.718
C 3.958 1.667 1.544 1.240
C 5.074 2.499 1.474 -0.579
C 5.523 3.175 2.603 -0.943
C 4.877 3.012 3.817 -0.579
C 3.768 2.178 3.901 -0.472
C 3.309 1.517 2.772 -0.369
C 4.110 -0.933 0.475 0.963
C 5.502 -1.041 0.560 -0.892
C 6.096 -2.267 0.814 -0.820
C 5.304 -3.396 1.011 -0.645
C 3.924 -3.288 0.969 -1.142
C 3.331 -2.058 0.700 0.073
H 5.297 -0.410 -1.935 0.418
H 6.332 0.658 -3.899 0.404
H 5.909 3.045 -4.385 0.368
H 4.443 4.364 -2.881 0.443
H 3.392 3.282 -0.926 0.584
H 5.603 2.624 0.538 0.403
H 6.384 3.830 2.532 0.420
H 5.239 3.527 4.699 0.397
H 3.257 2.037 4.845 0.456
H 2.445 0.863 2.838 -0.029
H 6.120 -0.160 0.430 0.486
H 7.176 -2.345 0.868 0.413
H 5.769 -4.353 1.218 0.376
H 3.297 -4.151 1.155 0.505
H 2.252 -1.978 0.664 0.145
```